Entry 1:
C39H70O25 | the ωB97M-V functional and the def2-TZVPD basis

```
134
Properties=species:S:1:pos:R:3:forces:R:3:mulliken_charge:R:1
C 2.4152 5.9118 6.6956 1.3 1.9 0.1 -0.74
O 1.8929 4.8653 5.9564 -1.5 -1.2 -0.2 -0.33
C 2.6593 3.9788 5.3357 3.0 -0.9 -1.6 0.72
O 3.8860 4.0163 5.2285 -2.2 0.2 0.7 -0.60
O 1.8874 3.0508 4.7445 -1.6 0.5 1.3 -0.30
C 2.3894 2.0334 3.9009 2.0 0.0 -1.0 -0.59
H 1.6256 6.4768 7.1911 -0.3 -0.7 0.1 0.26
H 2.8635 6.6597 6.0415 0.2 -0.1 -0.3 0.32
H 3.2116 5.6664 7.3983 -0.2 -0.5 0.1 0.33
H 3.3199 1.5939 4.2604 0.1 0.3 0.2 0.47
H 2.6101 2.4876 2.9350 0.1 0.0 -0.1 0.28
H 1.7554 1.1750 3.6787 -0.9 0.6 0.8 0.26
C -1.2065 1.0692 -3.4871 0.7 0.0 -0.4 -0.12
O -1.7579 1.3092 -4.7992 -2.4 -0.3 -0.2 -0.42
C -3.1449 1.2884 -5.0358 0.7 0.9 -0.6 0.60
O -3.5922 1.3798 -6.1609 0.7 -0.4 1.5 -0.60
O -3.8694 1.2857 -3.9055 0.5 0.0 0.4 -0.13
C -5.3013 1.4581 -3.9473 -0.1 -0.5 -0.6 -0.68
H -0.2352 1.5631 -3.5145 -0.1 0.5 0.1 0.29
H -0.9134 0.0235 -3.3948 -0.7 -0.2 0.2 -0.16
H -1.8030 1.4390 -2.6531 -0.1 -0.2 -0.3 0.44
H -5.7337 0.7256 -4.6289 0.1 0.1 -0.2 0.34
H -5.5925 2.4611 -4.2592 0.3 0.0 -0.1 0.31
H -5.7218 1.2472 -2.9641 0.6 0.2 0.1 0.16
C -3.2773 -6.5933 -3.7998 1.0 -0.4 -1.2 -0.66
O -2.5972 -6.4261 -2.5794 0.0 0.7 2.7 -0.36
C -1.6267 -5.5233 -2.4441 3.3 1.9 -3.1 0.89
O -1.1347 -4.8692 -3.4071 -1.9 -1.6 2.7 -0.60
O -1.0911 -5.4834 -1.2047 -1.7 -0.7 0.1 -0.28
C 0.1143 -4.7770 -0.8657 0.7 0.4 -0.8 0.31
H -3.5182 -5.6510 -4.2919 0.0 0.0 0.1 0.30
H -4.1452 -7.2408 -3.6745 0.0 0.4 0.5 0.22
H -2.5586 -7.1573 -4.3943 -0.3 0.2 -0.7 0.33
H 0.1823 -3.7747 -1.2886 -0.3 -0.2 -0.4 -0.45
H 0.9841 -5.3462 -1.1936 -0.1 0.0 -0.2 0.40
H 0.2026 -4.6407 0.2122 -0.5 -0.5 -0.1 -0.04
C 6.2481 0.2773 -3.7279 0.2 -1.1 1.3 -0.39
O 5.6678 1.4951 -3.3156 2.0 0.7 -2.9 -0.44
C 4.7288 1.5770 -2.4431 -0.6 -2.6 1.5 0.69
O 4.2356 0.5974 -1.8660 0.1 1.6 -0.7 -0.36
O 4.5164 2.8437 -2.2816 -2.5 1.2 1.9 -0.43
C 3.4012 3.1473 -1.2907 1.4 0.1 -0.7 -0.26
H 6.6707 -0.1264 -2.8078 -0.1 -0.7 -0.1 0.20
H 7.1101 0.3918 -4.3851 -0.4 0.8 -0.2 0.24
H 5.5234 -0.4135 -4.1588 0.0 0.1 0.1 0.10
H 2.5126 2.5600 -1.5224 0.2 0.3 -0.1 -0.01
H 3.2873 4.2252 -1.4059 -0.3 -0.3 0.0 0.20
H 3.7608 2.9289 -0.2852 0.0 -0.1 -0.1 0.27
C -1.5267 -5.0896 2.2303 -0.1 1.0 0.3 0.19
O -0.4182 -5.5790 2.9915 1.1 0.2 0.1 -0.36
C 0.4515 -4.6561 3.5678 -2.5 -0.5 -0.6 0.89
O 0.1699 -3.5002 3.7665 0.4 -0.4 -0.3 -0.55
O 1.5390 -5.3007 3.9173 0.4 -0.2 -0.3 -0.32
C 2.4673 -4.5379 4.6824 -0.4 0.7 1.3 -0.49
H -2.0019 -5.8347 1.5922 0.7 -0.5 0.3 0.20
H -1.1825 -4.2913 1.5727 -0.2 0.2 0.2 -0.49
H -2.3156 -4.7236 2.8873 0.1 0.2 0.1 0.34
H 2.7407 -3.5827 4.2342 0.4 -0.4 -0.6 0.08
H 3.2765 -5.1957 4.9997 0.0 0.2 -0.6 0.26
H 1.9669 -4.1916 5.5867 -0.1 -0.2 0.2 0.34
O 2.9277 -2.9138 -2.3064 -0.9 2.7 -3.1 -0.67
C 2.6357 -2.1288 -3.2470 1.4 -2.6 3.3 0.29
C 1.3485 -1.3658 -3.4611 0.4 -0.6 0.9 1.58
C 1.4287 -1.2259 -4.9384 -1.1 0.8 -1.3 -0.74
C 2.9081 -1.0366 -5.2235 -0.4 0.2 0.2 -0.38
O 3.4789 -1.9483 -4.2978 0.3 -0.9 0.9 -0.42
H 0.5316 -1.9830 -3.0872 0.0 0.0 -0.2 -0.51
H 1.2895 -0.4359 -2.8955 0.4 0.0 0.0 -0.40
H 1.0812 -2.1719 -5.3538 0.2 0.0 -0.4 0.34
H 0.7830 -0.4425 -5.3353 0.1 0.1 -0.1 0.39
H 3.2208 -1.2717 -6.2409 0.0 -0.2 0.2 0.38
H 3.3133 -0.0656 -4.9386 -0.4 0.4 -0.2 0.15
O 5.4055 1.1622 2.5775 0.6 -1.4 -1.5 -0.69
C 5.1443 0.2007 1.8469 1.1 4.8 3.1 0.39
C 5.8561 -0.3078 0.6717 0.5 -0.3 0.1 0.04
C 5.0555 -1.5617 0.4044 0.4 -0.7 -0.6 -0.25
C 3.7064 -1.2965 1.0579 -0.2 -0.2 -1.8 0.43
O 4.0230 -0.3987 2.1210 -2.3 -1.9 -0.2 -0.26
H 5.8670 0.4541 -0.1077 -0.3 -0.2 0.0 -0.26
H 6.8942 -0.5151 0.9317 0.0 0.1 0.0 0.38
H 5.0048 -1.7185 -0.6730 -0.3 -0.6 0.2 0.07
H 5.5647 -2.3629 0.9400 -0.1 -0.4 -0.3 0.43
H 3.0895 -0.8459 0.2804 -0.1 0.9 0.2 -0.61
H 3.0737 -2.1424 1.3267 0.6 -0.2 0.8 0.35
O -4.9566 0.2987 -0.8338 0.6 -2.5 -1.3 -0.67
C -4.6507 -0.7959 -1.3309 -1.3 2.5 2.0 0.30
C -5.4576 -2.0981 -1.2782 -0.6 1.3 1.5 -0.64
C -4.7511 -2.9772 -2.1871 0.9 -0.6 -2.4 -0.56
C -3.3637 -2.3725 -2.3161 0.6 -0.4 0.0 0.56
O -3.4557 -1.0221 -1.8495 0.3 -0.1 -0.2 -0.07
H -5.3404 -2.4073 -0.2396 -0.3 -0.1 0.2 0.28
H -6.5160 -1.9744 -1.5075 0.1 0.2 0.2 0.35
H -4.7025 -4.0472 -1.9852 -0.2 0.1 0.1 0.34
H -5.1443 -2.7800 -3.1844 -0.5 -0.7 -0.1 0.30
H -2.6497 -2.9342 -1.7138 0.3 0.3 0.0 -0.62
H -3.0594 -2.3341 -3.3620 0.4 -0.1 0.2 0.33
O 0.8871 3.9614 0.1559 -0.3 -0.1 -0.6 -0.61
C 0.1636 4.5132 0.9516 1.2 -0.7 -1.9 0.34
C -1.0588 5.3417 0.6851 0.4 -0.2 -0.5 -0.28
C -1.0961 6.1925 1.9295 -0.8 0.1 0.7 -0.64
C -0.5252 5.2096 2.9520 1.3 0.8 0.3 -0.09
O 0.4656 4.4636 2.2101 -0.4 -0.2 1.8 -0.18
H -0.8623 5.8495 -0.2592 -0.5 0.1 0.1 0.43
H -1.8577 4.6068 0.5862 -0.4 0.3 0.0 0.02
H -0.4997 7.0939 1.7884 0.3 -0.2 0.2 0.31
H -2.0637 6.5250 2.3054 -0.2 -0.1 -0.4 0.33
H 0.1078 5.6899 3.6981 -0.7 0.0 0.5 0.19
H -1.2779 4.5321 3.3552 0.1 0.1 0.1 0.14
C -4.0384 1.3978 2.7459 1.1 -1.2 0.0 -0.47
C -5.2644 2.1715 2.4465 -2.6 0.1 -0.8 -0.36
C -4.9827 3.5673 2.7962 0.4 1.0 1.5 -0.70
O -3.6027 3.6850 2.5819 1.6 1.4 0.1 -0.41
C -2.9151 2.4470 2.4924 -1.2 -1.0 -0.2 0.43
H -4.0306 0.4814 2.1557 0.4 0.3 -0.8 0.09
H -3.9796 0.9045 3.7162 -0.2 0.9 0.6 0.39
H -6.1738 1.8899 2.9773 0.0 -0.5 -0.1 0.41
H -5.4966 2.2166 1.3824 0.1 -0.8 -0.2 0.03
H -5.2473 3.7488 3.8379 0.4 0.0 0.6 0.26
H -5.4969 4.3876 2.2954 0.0 -0.4 -0.7 0.33
H -2.0893 2.3513 3.1974 -0.1 0.3 0.2 0.26
H -2.5109 2.3670 1.4833 0.1 -0.1 -0.2 -0.30
C -0.5933 -0.6673 1.4582 -1.9 0.1 2.5 0.04
C 0.3046 0.5269 1.3412 -0.1 0.4 0.6 1.44
C 0.1560 0.8131 -0.1215 -0.6 0.9 0.4 0.21
O -0.0670 -0.4246 -0.7245 0.9 -1.0 -1.8 0.66
C -0.3873 -1.4042 0.2289 0.6 -1.4 -1.0 0.92
H -1.6508 -0.4031 1.4632 -0.2 0.8 0.0 -0.56
H -0.5381 -1.2263 2.3923 0.6 -0.3 -0.1 0.61
H 1.3300 0.2812 1.6176 0.1 0.1 0.0 -0.76
H -0.0688 1.3488 1.9521 0.3 0.1 0.1 -0.03
H 0.9926 1.3851 -0.5229 -0.1 -0.3 -0.3 -1.13
H -0.7912 1.3337 -0.2628 0.1 0.9 -0.1 0.08
H 0.4139 -2.1311 0.3629 0.5 -0.1 -0.3 -0.55
H -1.2472 -1.9639 -0.1390 -0.2 0.0 0.1 -0.86
```
Positions in Å, forces in eV/Å.

Largest force on an atom ... 5.8 eV Å⁻¹
Highest occupied orbital energy ... -9.467 eV
Total charge ... 0
Orbital gap ... 9.668 eV
E_tot ... -3408.9663 Ha
2S+1 ... 1

---

Entry 2:
C21H28BBrFeN4O6 | the ωB97M-V functional and the def2-TZVPD basis

```
62
Properties=species:S:1:pos:R:3:forces:R:3:lowdin_spin:R:1
Fe -0.1441 0.2921 0.6343 -0.3 1.8 2.0 0.99
C 0.1624 -0.1154 3.5760 0.0 0.0 -0.1 0.00
C 0.7296 -1.4247 3.0786 0.1 0.2 0.1 0.00
O 1.0947 -1.1821 1.7137 -0.7 -0.4 -0.5 0.01
C 1.4996 -2.3541 0.9735 0.1 -0.2 0.1 0.00
C 0.3127 -3.0672 0.3855 0.0 0.1 0.0 0.00
O -0.2606 -2.2164 -0.5996 -0.1 -0.3 0.1 0.00
C -1.5747 -2.6352 -0.9747 0.1 0.2 0.1 0.00
C -2.6164 -1.7083 -0.3272 0.1 -0.2 0.1 0.00
O -2.0109 -1.1477 0.8537 -0.1 0.3 -0.4 0.00
C -2.9383 -0.5636 1.7804 0.2 -0.2 0.0 0.00
C -2.1385 -0.3999 3.0405 0.0 0.0 0.0 0.00
O -0.9094 0.2766 2.7003 0.1 -0.2 0.0 0.00
H 0.9161 0.6627 3.4972 0.0 0.0 0.1 0.00
H -0.1741 -0.1705 4.6121 -0.1 -0.1 -0.1 0.00
H 0.0214 -2.2566 3.1293 0.0 0.1 0.0 0.00
H 1.6140 -1.6845 3.6698 0.0 0.0 -0.2 0.00
H 2.0588 -3.0195 1.6355 0.0 0.0 0.0 0.00
H 2.1604 -1.9969 0.1820 -0.2 -0.1 0.2 0.00
H -0.4230 -3.2896 1.1678 0.0 0.0 0.0 0.00
H 0.6303 -4.0138 -0.0692 0.0 0.1 0.1 0.00
H -1.7194 -3.6727 -0.6705 -0.1 0.0 0.0 0.00
H -1.6536 -2.5736 -2.0614 0.0 0.0 0.1 0.00
H -3.5112 -2.2652 -0.0397 0.0 0.0 0.0 0.00
H -2.8868 -0.9124 -1.0140 0.0 -0.1 0.0 0.00
H -3.7929 -1.2238 1.9517 0.1 -0.1 0.0 0.00
H -3.3020 0.3929 1.4197 -0.1 0.1 0.0 0.00
H -1.9030 -1.3836 3.4515 0.0 0.0 0.0 0.00
H -2.6783 0.1753 3.7952 0.1 0.1 -0.1 0.00
B 0.2951 3.7996 0.9390 0.0 1.4 0.7 0.00
N 1.4081 2.7882 1.2267 -0.5 -0.8 -0.3 0.00
C 2.6323 3.1778 1.4998 0.7 0.3 0.1 0.00
C 3.4419 2.0683 1.6925 0.2 0.5 0.1 0.00
C 2.6023 1.0060 1.5172 -0.5 0.0 -0.1 0.00
N 1.3431 1.4366 1.2570 0.3 -0.1 0.0 -0.03
N -0.9414 3.1496 0.3263 0.2 -0.7 -0.1 0.00
C -1.8768 3.8400 -0.2915 -0.2 0.2 -0.3 0.01
C -2.8675 2.9806 -0.7487 -0.1 0.3 0.0 0.00
C -2.4458 1.7444 -0.3479 0.0 0.0 0.2 0.00
N -1.2889 1.8443 0.3398 0.0 -0.9 -0.3 -0.02
H 0.0030 4.4292 1.9494 -0.1 -0.6 0.0 0.00
H 0.7057 4.6534 0.1904 0.0 -0.3 -0.2 0.00
H 2.8495 4.2292 1.5316 0.1 0.1 0.0 0.00
H 4.4900 2.0439 1.9172 0.1 0.0 0.0 0.00
H 2.8338 -0.0306 1.5684 0.1 -0.2 0.0 0.00
H -1.7654 4.9043 -0.3761 -0.1 0.1 0.0 0.00
H -3.7501 3.2215 -1.3065 -0.1 0.1 0.0 0.00
H -2.9036 0.8000 -0.5319 0.0 0.0 -0.1 0.00
Br 3.2192 -0.5935 -1.4813 0.5 0.2 -0.3 0.00
C 2.2208 -0.6574 -3.0918 0.7 -0.2 0.0 0.00
C 2.9307 -1.0802 -4.2084 -0.1 0.0 -0.1 0.00
C 2.2963 -1.1882 -5.4342 -0.1 0.1 0.1 0.00
C 0.9429 -0.8837 -5.5415 0.1 0.0 0.1 0.00
C 0.2530 -0.4747 -4.4184 0.0 0.0 0.0 0.00
C 0.8821 -0.3467 -3.1739 -0.5 0.3 -0.2 0.00
C 0.0089 0.0923 -2.0477 0.7 0.0 0.5 0.00
O -1.1915 0.0593 -2.1368 -0.7 -0.1 -0.1 0.01
O 0.6382 0.4952 -0.9388 0.1 -0.7 -1.1 0.03
H 3.9768 -1.3239 -4.1108 0.1 0.0 0.0 0.00
H 2.8590 -1.5116 -6.2979 0.0 0.0 0.0 0.00
H 0.4339 -0.9624 -6.4908 0.0 0.0 0.0 0.00
H -0.7983 -0.2332 -4.4723 0.0 0.0 0.0 0.00
```
Positions in Å, forces in eV/Å.

Largest force on an atom ... 2.7 eV Å⁻¹
Highest occupied orbital energy (spin up / spin down) ... -11.094 / -11.092 eV
Total charge ... +1
Orbital gap (spin up / spin down) ... 7.141 / 7.250 eV
E_tot ... -5349.8126 Ha
2S+1 ... 2
Expectation value of S² ... 0.79

---

Entry 3:
C3H6N2 | the ωB97M-V functional and the def2-TZVPD basis

```
11
Properties=species:S:1:pos:R:3:forces:R:3:mulliken_charge:R:1
C 1.6000 -0.9980 -0.2455 0.0 -0.2 -0.1 -0.78
N 0.3163 -0.3310 -0.1361 1.8 -0.1 0.2 -0.37
C -1.3782 1.5660 0.2028 -0.6 1.0 0.1 -0.59
C -1.8914 0.3534 -0.1234 -0.3 -2.2 -0.5 0.51
N -1.9085 -0.8061 -0.3820 -0.9 1.7 0.3 -0.43
H 1.5242 -2.0598 0.0338 0.0 0.1 0.0 0.27
H 2.3419 -0.5543 0.4387 -0.1 0.0 -0.1 0.27
H 1.9787 -0.9246 -1.2682 0.0 0.0 0.1 0.27
H 0.0244 -0.4541 0.8369 0.0 -0.1 -0.1 0.29
H -1.4384 1.9247 1.2249 0.1 -0.1 -0.1 0.28
H -1.1690 2.2839 -0.5818 0.1 -0.2 0.1 0.29
```
Positions in Å, forces in eV/Å.

Largest force on an atom ... 2.2 eV Å⁻¹
Highest occupied orbital energy (spin up / spin down) ... -9.607 / -9.328 eV
Total charge ... 0
Orbital gap (spin up / spin down) ... 8.646 / 9.291 eV
E_tot ... -227.2432 Ha
2S+1 ... 1

---

Entry 4:
CH5NSi2 | the ωB97M-V functional and the def2-TZVPD basis

```
9
Properties=species:S:1:pos:R:3:forces:R:3:mulliken_charge:R:1
C -3.7252 -0.4847 -0.1007 -0.6 -0.6 -0.5 0.23
N -4.7925 -0.9238 -0.1788 0.4 0.4 0.1 -0.36
Si 2.1621 -0.4377 0.1330 1.0 -0.3 -1.9 0.17
Si -1.9373 -0.0479 -0.0678 -1.0 0.4 -0.5 0.14
H 3.0073 -0.0887 -1.1625 -0.9 -0.4 1.2 -0.04
H 2.0598 0.7266 0.9643 -0.1 0.7 0.6 -0.05
H 2.7715 -1.5985 0.8212 -0.1 0.1 0.0 -0.05
H -1.3443 -1.3164 0.2663 0.6 -0.3 0.5 -0.02
H -2.0453 1.1385 0.7692 0.7 0.2 0.4 -0.01
```
Positions in Å, forces in eV/Å.

Largest force on an atom ... 2.2 eV Å⁻¹
Highest occupied orbital energy (spin up / spin down) ... -8.617 / -9.012 eV
Total charge ... 0
Orbital gap (spin up / spin down) ... 6.670 / 7.370 eV
E_tot ... -674.6629 Ha
2S+1 ... 1

---

Entry 5:
C9H12ClF2NO17PdS2 | the ωB97M-V functional and the def2-TZVPD basis

```
45
Properties=species:S:1:pos:R:3:forces:R:3:lowdin_spin:R:1
Pd -28.2734 -31.3272 16.1238 -0.1 -0.3 -1.4 1.62
Cl -27.6469 -31.2289 13.1942 -0.6 0.2 -0.8 0.00
O -26.5782 -31.8261 12.4772 0.2 -0.2 0.4 0.01
O -27.1536 -30.4010 14.3016 0.2 0.4 0.5 0.06
O -28.4402 -30.4441 12.3044 0.0 0.1 0.3 0.01
O -28.4940 -32.2329 13.8520 0.1 -0.3 0.6 0.06
N -28.1147 -30.2438 17.9327 0.0 -0.2 3.5 0.06
S -27.7618 -28.7480 18.2956 0.6 3.4 -3.9 0.01
O -26.4150 -28.4488 18.6212 0.2 -0.5 0.3 0.00
O -28.8170 -28.0347 18.9169 -0.3 -0.2 0.9 0.01
F -27.8838 -28.2653 16.7446 0.2 -0.2 0.6 0.00
S -28.4028 -30.8125 19.4946 0.5 -3.5 -1.2 0.01
O -29.7725 -30.8421 19.8166 -0.6 0.2 0.1 0.00
O -27.4135 -30.5448 20.4740 0.0 1.1 -0.1 0.01
F -28.0106 -32.3055 19.0878 -0.4 0.0 0.1 0.00
C -31.8506 -28.6906 13.1843 -0.4 0.2 1.5 0.00
C -32.4086 -28.1020 14.4884 -0.4 0.5 -0.9 0.00
O -31.5477 -28.6124 15.4966 0.4 -0.3 0.2 0.00
C -30.9176 -29.6810 14.9962 0.1 0.4 -0.8 0.01
O -30.1642 -30.3953 15.5931 -0.4 0.3 0.5 0.04
O -31.2069 -29.8584 13.7073 0.1 -0.4 -0.4 0.00
H -31.1023 -28.0226 12.7651 0.0 -0.2 -0.4 0.00
H -32.6764 -28.9510 12.5333 0.4 -0.2 -0.4 0.00
H -33.4306 -28.4315 14.6747 0.0 0.0 0.1 0.00
H -32.3718 -27.0169 14.4323 0.0 0.0 0.5 0.00
C -31.1343 -35.8700 17.2921 -0.7 0.2 -1.3 0.00
C -31.4409 -35.4501 15.8224 0.4 0.7 0.7 0.00
O -30.7436 -34.1969 15.7110 -0.6 0.3 0.1 0.00
C -30.3058 -33.7955 16.9078 1.0 -0.8 -1.3 0.01
O -29.7684 -32.7394 17.0739 -0.1 0.1 0.7 0.03
O -30.3665 -34.7821 17.7988 -0.1 0.1 0.6 0.00
H -30.6011 -36.8145 17.2942 0.2 0.1 0.6 0.00
H -32.0819 -35.9011 17.8213 0.2 -0.3 0.4 0.00
H -32.5026 -35.2398 15.7258 0.0 -0.2 -0.4 0.00
H -31.0233 -36.0765 15.0427 -0.3 -0.3 0.1 0.00
C -23.2649 -33.4101 17.2353 0.2 -1.9 0.8 0.00
C -24.0899 -33.9382 18.4237 0.2 0.9 0.0 0.00
O -25.3634 -33.2977 18.1781 0.5 0.0 0.1 0.00
C -25.3548 -32.7879 16.9416 -0.7 -0.9 0.5 0.00
O -26.2718 -32.1650 16.4994 0.0 0.1 -0.6 0.04
O -24.2714 -33.1593 16.2584 0.4 1.1 0.1 0.00
H -22.6180 -34.2012 16.8653 0.1 0.2 -0.2 0.00
H -22.6693 -32.5610 17.5628 -0.3 0.4 -0.6 0.00
H -23.6891 -33.5464 19.3551 -0.2 -0.1 0.1 0.00
H -24.1827 -35.0182 18.4965 -0.3 0.0 -0.3 0.00
```
Positions in Å, forces in eV/Å.

Largest force on an atom ... 5.2 eV Å⁻¹
Highest occupied orbital energy (spin up / spin down) ... -9.847 / -9.748 eV
Total charge ... 0
Orbital gap (spin up / spin down) ... 9.992 / 7.921 eV
E_tot ... -3267.8385 Ha
2S+1 ... 3
Expectation value of S² ... 2.00

---

Among the records above, which one has the highest 2S+1? C9H12ClF2NO17PdS2